ORCA calculation (ωB97M-V/def2-TZVPD) on 2 unconnected molecules or ions with the total composition C9H5Cl3.

```
! wB97M-V def2-TZVPD RIJCOSX def2/J DEFGRID3
* xyz 0 1
C 1.116 0.375 0.052
C 0.566 -0.232 1.170
C 0.389 0.453 -1.126
C -0.710 -0.758 1.120
C -0.885 -0.076 -1.192
C -1.446 -0.682 -0.064
C -2.759 -1.198 -0.132
C -3.944 -1.423 -0.244
C -4.718 1.017 -0.491
Cl -5.453 -2.037 -0.344
Cl -5.476 1.193 1.004
Cl -3.368 2.008 -0.631
H 2.111 0.789 0.097
H 1.132 -0.289 2.088
H 0.818 0.929 -1.994
H -1.150 -1.227 1.987
H -1.463 -0.023 -2.101
*
```

Computed properties:
* highest occupied orbital energy: -8.63 eV
* energy above the lowest of the compared OMol25 structures with the same formula, charge and spin: 0.000 eV
* frontier orbital gap: 7.9 eV



ORCA calculation (ωB97M-V/def2-TZVPD) on a gas-phase ion, C2H3O2S2 (charge -1).

```
! wB97M-V def2-TZVPD RIJCOSX def2/J DEFGRID3
* xyz -1 1
C -1.057 -1.712 -2.962
C 0.221 0.652 0.017
O -0.482 -2.460 -3.692
O -1.983 -1.703 -2.196
S -0.110 0.241 -3.039
S 1.107 0.100 -1.437
H -0.809 0.506 -0.102
H 0.349 1.868 0.079
H 0.524 0.008 0.796
*
```

Computed properties:
* highest occupied orbital energy: -3.40 eV
* energy above the lowest of the compared OMol25 structures with the same formula, charge and spin: 0.077 eV
* frontier orbital gap: 6.9 eV
* SMILES: CSSC(=O)[O-]